Entry 1:
Below is 11 unconnected molecules or ions with the total composition C67H56BF10N2O4S at a distorted geometry, with properties calculated with ωB97M-V/def2-TZVPD.

XYZ file:
```
141
Properties=species:S:1:pos:R:3:mulliken_charge:R:1
C 2.8124 -1.7583 -1.3919 0.07
C 5.5106 -5.1588 -11.5130 0.23
H -9.9550 4.5772 -3.6097 0.36
C 6.7662 -1.4698 2.0848 -0.63
C 0.4238 -2.5082 -0.1956 0.31
C -2.0775 1.5692 -2.5042 0.37
C 1.5142 -3.2325 4.0512 -0.28
O 6.9939 -2.0267 -4.5455 -0.48
H -0.4636 -0.8466 -1.2225 0.24
C -8.2682 1.0209 2.1399 -0.61
C 5.7003 -0.8216 -10.2608 0.27
H 6.0697 0.4091 4.8330 0.41
C -10.0109 2.0935 -1.2995 0.33
F 3.6980 -2.3609 6.8125 -0.29
H -8.8619 0.2830 -1.3674 0.40
O 4.4499 -0.8696 -10.7943 -0.47
H -8.4075 2.2062 7.7455 0.44
H 3.6804 -3.4460 -0.3647 0.41
C 0.5125 -3.9281 4.7329 -0.57
C 12.7021 -3.0836 3.0653 -0.49
C 4.4043 -0.9504 2.1976 -0.08
C -5.2865 1.6239 6.5114 -0.29
H -4.1733 3.2118 0.2940 0.43
C 5.4033 2.3622 -7.3861 -0.10
C 5.9046 -0.1453 3.9116 -0.69
C -9.7125 6.5705 7.3885 -0.53
H -12.6979 4.9872 7.8197 0.36
C 10.9144 -1.1845 4.0124 0.49
C -11.1009 4.2954 6.5489 -0.36
C -3.3877 1.3665 -0.4964 -0.20
C 12.2184 -1.1972 4.4952 -0.43
H -7.7828 0.8620 -3.5428 0.37
C -10.3299 3.2980 -1.9166 -0.46
C -4.5312 2.0712 7.5951 -0.54
C 4.6157 -0.2446 3.3820 -0.70
C 0.5892 -4.0935 6.1167 -0.43
H 1.4542 -3.1083 2.9728 0.47
C -3.5828 2.7498 -0.4943 -0.40
H -9.1761 7.4592 7.7116 0.36
C 1.5758 -3.2450 0.0563 -0.30
H 3.3741 -2.1465 4.2461 0.34
H 9.4682 -2.0812 2.7059 -0.15
C -8.4932 1.5454 -3.0841 -0.43
H 3.6417 -7.6816 -12.7984 0.36
F -4.4528 2.9773 9.7709 -0.32
H -11.6288 3.4111 6.2076 0.41
C -9.8145 4.5496 6.0867 0.28
F -9.2410 3.6947 5.2295 -0.14
C 4.5493 -4.1559 -11.4531 0.29
H 14.1355 -2.1784 4.4005 0.36
B 6.9367 -0.5269 -4.6685 0.62
H -9.2814 0.8131 1.8026 0.55
C 6.3856 -0.6924 -7.4296 -0.43
C 5.4811 -1.5583 1.5614 0.50
C -7.9435 2.2909 2.6231 -0.42
H -4.7894 1.2371 5.6250 0.32
F -4.4375 1.8099 3.4172 -0.42
F -0.7295 -2.8698 0.3822 -0.30
F -1.3510 0.9994 -3.4748 -0.33
H 13.4038 -3.8277 2.6945 0.36
O 6.7909 -1.5087 -10.9696 -0.37
C 6.9797 -0.7547 3.2630 0.05
C 2.9272 -5.6912 -12.3743 -0.44
F 5.2768 -2.2403 0.4266 -0.28
H -7.5536 -0.9695 1.7158 0.43
H -11.4673 7.0143 8.5593 0.36
C 5.1978 -6.4238 -11.9982 -0.36
C -5.1781 2.5531 8.7276 0.31
H 1.5299 -4.1020 0.7204 0.54
H -3.4469 2.0481 7.5655 0.42
F 6.7578 -4.9021 -11.0969 -0.29
C -8.8031 2.7563 -3.7081 -0.45
H -8.7004 3.0705 2.6586 0.47
C -9.7184 3.6335 -3.1243 -0.37
F -10.5939 1.7739 -0.1365 -0.31
H 1.6837 -0.1534 -2.2876 -0.15
C -11.0024 6.3198 7.8628 -0.48
C -2.6354 0.7730 -1.5100 -0.45
C 6.4021 0.2339 -6.0569 0.36
N 5.8827 2.4423 -4.9457 -0.72
H 4.8178 -3.1780 -11.0669 0.02
C -5.6848 1.5532 3.0011 0.07
C -11.6956 5.1823 7.4460 -0.43
S 3.2776 1.4765 -3.6096 0.14
C 1.6718 -3.5674 6.8210 -0.44
H 5.9669 -7.1879 -12.0396 0.42
H 4.9087 2.1312 -9.7553 0.37
C 5.8275 -0.0247 -8.8227 0.34
C -9.0965 1.2153 -1.8706 -0.19
C -6.6461 2.5562 3.0610 -0.16
C -3.0229 3.5399 -1.4994 -0.46
H -5.2285 -0.4759 2.4746 0.56
N 5.9087 1.6624 -6.1244 0.61
H 7.5890 -1.9571 1.5724 0.38
C 4.5881 2.2358 -4.4543 0.33
C -6.6802 1.6735 6.5667 -0.26
H -7.0472 2.9789 9.6910 0.43
H -11.0503 3.9640 -1.4533 0.40
H -1.8115 3.5475 -3.2905 0.41
C -5.9976 0.2883 2.5159 -0.27
F 10.0513 -0.2675 4.4693 -0.28
H 7.2437 -2.4372 -5.4246 0.30
O 7.3525 0.2118 -3.4328 -0.50
H -0.1937 -4.6317 6.6456 0.37
H 12.5243 -0.4629 5.2333 0.40
C 10.4923 -2.1086 3.0632 0.30
H 3.4116 -1.0312 1.7670 0.48
H -7.2700 1.3287 5.7201 0.40
H -6.3776 3.5340 3.4472 0.46
H 11.0739 -3.7805 1.8343 0.36
H -2.4802 -0.3007 -1.5326 0.50
C 2.5911 -2.6968 4.7575 -0.17
C 11.3926 -3.0594 2.5831 -0.47
H 5.0506 3.4801 -7.3778 0.37
C 2.7758 -2.8719 -0.5491 -0.79
C -7.3218 2.1649 7.7063 -0.42
C -9.1138 5.6774 6.5000 -0.23
H -3.8216 0.7536 0.2898 0.33
H 1.9139 -5.8990 -12.7116 0.36
C 0.4499 -1.4022 -1.0378 -0.28
H 7.5993 -1.5764 -10.3811 0.36
C -2.2615 2.9474 -2.5066 -0.51
C -7.2975 0.0193 2.0884 -0.65
C 3.2518 -4.4212 -11.8910 -0.49
H -0.3295 -4.3419 4.1823 0.40
H 1.7518 -3.6944 7.8955 0.42
C 5.3325 1.5625 -8.8245 -0.52
H 2.4950 -3.6416 -11.8556 0.37
C -6.5662 2.6018 8.7943 -0.49
H -8.1096 5.8513 6.1274 0.40
H 3.7793 0.2277 3.8912 0.42
H -8.3289 3.0154 -4.6523 0.36
H 6.7515 -1.8085 -7.4623 0.16
C 13.1160 -2.1551 4.0236 -0.47
H 8.0631 0.8857 -3.6444 0.35
H 3.7495 -1.4650 -1.8603 0.37
H 7.9826 -0.6726 3.6749 0.21
C 2.6610 -2.8713 6.1353 0.11
C 1.6518 -1.0221 -1.6345 -0.20
H -3.1795 4.6159 -1.4981 0.38
C 3.8978 -6.6927 -12.4257 -0.45
```

Computed properties:
HOMO-LUMO gap	0.13938	Ha
total charge	+1
HOMO level	-9.84	eV
F_max	9.45	eV/Å
LUMO level	-6.042	eV
molar mass	1186.1	u
electronic energy	-120226.643	eV

***

Entry 2:
Below is a gas-phase ion, C2H3Cl2N2O (charge +1) at a distorted geometry, with properties calculated with ωB97M-V/def2-TZVPD.

XYZ file:
```
10
Properties=species:S:1:pos:R:3:mulliken_charge:R:1
C -1.2976 0.1764 -0.5508 0.04
Cl -2.2295 1.6388 0.2057 -0.09
N 0.0875 0.2895 -0.4570 -0.11
C 0.8534 -0.2333 0.6348 -0.04
Cl -1.8055 -1.3673 0.1829 -0.11
H -1.7243 0.1467 -1.6445 0.38
O 3.1959 -0.4222 0.7313 -0.31
N 2.0489 -0.4548 0.6411 0.52
H 0.2397 -0.8429 1.2527 0.33
H 0.6315 1.0692 -0.9962 0.37
```

Computed properties:
HOMO-LUMO gap (spin up / spin down)	0.38333 / 0.25355	Ha
spin multiplicity	3
total charge	+1
HOMO level (spin up / spin down)	-15.03 / -15.65	eV
F_max	7.81	eV/Å
LUMO level (spin up / spin down)	-4.602 / -8.749	eV
molar mass	142.0	u
electronic energy	-32182.083	eV
relative energy (zero: lowest compared OMol25 entry of this formula, charge and spin)	4.38	kcal per mole

***

Entry 3:
Below is 15 unconnected molecules or ions with the total composition C3H35NO14 at a distorted geometry, with properties calculated with ωB97M-V/def2-TZVPD.

XYZ file:
```
53
Properties=species:S:1:pos:R:3:mulliken_charge:R:1
O 1.9619 -1.2558 1.1796 -0.47
H 2.5567 0.1527 -3.1678 0.22
H 1.5494 -0.7783 -2.3544 0.35
H -1.7150 -0.2181 -4.3374 0.29
H -1.4929 -3.3202 3.5345 0.31
O 1.8584 0.0753 -2.5575 -0.60
H 1.7629 -0.9307 4.2886 0.23
H -0.0932 2.4607 -3.5517 0.37
H 2.9864 1.9744 -0.1712 0.24
H 1.9552 -2.6221 -1.2204 0.31
H -0.6746 1.9993 -0.4252 0.29
H 0.2247 4.0293 -1.9507 0.37
O -0.2853 1.6075 -3.0087 -0.72
H 2.9547 0.3137 2.0248 0.31
C -1.6650 -0.9967 0.1852 1.39
O 3.5530 -2.3391 -0.6841 -0.62
O 1.2458 -2.7203 -1.8930 -0.73
H -1.9889 -1.8876 3.1369 0.35
H 2.1935 1.7852 2.0597 0.23
O -0.0902 2.2825 0.2599 -0.58
H 4.3995 -2.0666 -1.0440 0.30
H 2.0391 1.2046 -1.1735 0.46
H 0.4406 1.0136 -3.1147 0.40
H -3.5000 -1.0101 1.1463 0.27
C -1.7065 -2.0126 -0.6999 -1.97
H 0.6090 -2.7485 -1.1604 0.52
H 3.2655 -1.6415 -0.1752 0.28
N -2.5580 -0.7596 1.1728 -0.13
O 1.1066 -1.2274 3.7492 -0.60
H 0.4777 1.8085 2.9021 0.26
H -2.2503 0.8495 2.8432 0.28
H -0.6475 2.4874 3.4118 0.31
H 1.4018 -1.5416 1.8649 0.27
H -4.7571 -0.5139 -1.4385 0.28
C -2.5016 0.6007 1.7738 -0.61
H 0.1097 -1.1062 3.9464 0.34
H -3.3158 -1.1517 -1.7852 0.37
H -3.5051 1.1344 1.7994 0.32
H -1.4351 0.2918 -3.0738 0.29
O -1.4547 -2.3508 3.7683 -0.68
H 0.7176 2.4383 -0.3616 0.27
H -1.8824 1.2045 1.2073 -0.06
O 2.3802 2.0591 -0.8115 -0.64
H -0.8945 -0.2856 0.2585 -0.32
O -0.0449 1.9073 3.6764 -0.57
O 2.8163 1.2685 1.6667 -0.59
O 0.7968 4.0543 -2.7911 -0.68
O -2.2134 0.1347 -3.6934 -0.61
O -4.0468 -1.1295 -1.0966 -0.63
H -2.4907 -2.6935 -0.7479 0.54
H 1.4559 3.4156 -2.6870 0.31
H -0.8108 -2.2837 -1.2201 0.28
H 1.2009 -0.9617 0.5399 0.20
```

Computed properties:
HOMO-LUMO gap	0.30923	Ha
total charge	0
HOMO level	-8.39	eV
F_max	6.58	eV/Å
LUMO level	0.020	eV
molar mass	309.3	u
electronic energy	-33830.645	eV
relative energy (zero: lowest compared OMol25 entry of this formula, charge and spin)	166.34	kcal per mole

***

Entry 4:
Below is a molecular structure, C21H23Cl5LaO7P at a distorted geometry, with properties calculated with ωB97M-V/def2-TZVPD.

XYZ file:
```
58
Properties=species:S:1:pos:R:3:mulliken_charge:R:1
C 2.7205 -2.0473 4.5809 -0.67
O -1.7651 -0.7149 -2.0874 0.06
H -3.3375 -3.2541 0.8354 0.35
O 0.3818 -1.9087 -1.4193 -0.95
C 4.6498 -2.1273 3.1084 -0.60
C 3.7841 -1.8940 2.0485 1.19
C -3.2553 -3.4545 -1.3189 1.67
H -4.2293 -5.3569 -1.2566 0.41
La 1.0510 -0.6969 0.4713 1.34
C -3.9511 -2.9442 -2.5616 -1.46
C 1.6738 1.8752 0.8386 1.28
Cl 0.1848 -1.5253 3.6381 -0.23
H -3.4291 -3.2693 -3.4627 0.35
C 1.9651 3.3227 1.0231 0.06
C -1.6303 1.5119 -1.0126 -1.32
H -1.4713 2.5713 -1.2205 0.46
C -3.8587 -2.8890 -0.0500 -1.55
H -2.6985 -5.3632 -2.1519 0.38
C 2.3618 4.1717 -0.0089 1.10
O 0.8738 1.3009 1.6491 -0.85
H 2.0634 5.5640 3.5909 0.40
C 2.4420 -1.7855 2.1978 -1.50
C 2.6527 5.5059 0.2513 -0.91
H -3.4653 0.9909 -2.9653 0.38
H -4.0193 -1.8573 -2.5817 0.19
Cl 5.1217 -2.5224 5.7421 -0.18
H -0.9609 1.2389 -0.1978 0.22
C 1.8467 3.8548 2.3081 -0.28
H 0.7634 0.5981 -2.1514 0.14
H 1.5165 3.1936 3.1004 0.44
H -2.6877 -5.3054 -0.3834 0.41
H -4.9007 -3.2190 -0.0049 0.48
C -3.2104 -4.9618 -1.2764 -1.70
H -4.9656 -3.3521 -2.5864 0.46
H 0.1046 0.2442 -3.7330 0.35
H 2.7924 7.0436 1.7231 0.38
H -2.6383 1.3807 -0.6173 0.32
C -1.4365 0.7304 -2.2977 1.63
C -0.0276 0.8676 -2.8482 -1.20
H 2.9542 6.1488 -0.5694 0.31
C 1.9420 -1.8206 3.4545 1.18
O -1.8181 -3.0748 -1.4126 -0.22
O 2.4257 3.6959 -1.2870 -0.41
C 2.5539 6.0029 1.5390 -0.45
O -1.2236 -1.2696 0.3150 -0.67
P -1.0912 -1.7381 -1.1147 0.85
H 0.1461 1.9127 -3.1132 0.45
Cl 2.0213 -2.1112 6.1622 -0.18
C -2.4497 1.1477 -3.3324 -1.97
Cl 4.4633 -1.6924 0.3958 -0.25
Cl 6.3539 -2.2955 2.8616 -0.18
H 2.7425 4.4136 -1.8448 0.27
C 2.1459 5.1781 2.5836 -0.81
H -2.3182 0.5729 -4.2503 0.40
O 2.2293 1.2206 -0.1031 -0.91
C 4.0929 -2.2165 4.3880 0.82
H -3.8500 -1.7985 -0.0189 0.25
H -2.3317 2.2071 -3.5667 0.46
```

Computed properties:
HOMO-LUMO gap	0.34334	Ha
total charge	0
HOMO level	-9.00	eV
F_max	1.90	eV/Å
LUMO level	0.345	eV
molar mass	734.6	u
electronic energy	-109251.019	eV
relative energy (zero: lowest compared OMol25 entry of this formula, charge and spin)	8.19	kcal per mole